Record 1
C18H52FN7O12S | ωB97M-V/def2-TZVPD

## Properties
Net charge: +1
Multiplicity: 2
Gap between HOMO and LUMO (spin up / spin down) (eV): 7.16 / 6.18
E_HOMO (spin up / spin down) (Ha): -0.3865 / -0.3864

Each line ends with the Mulliken charge.
CARTESIAN COORDINATES (ANGSTROEM)
N -0.89008 2.80816 -1.52022  0.51
H -0.67775 2.04597 -0.89245  -0.41
H 0.06609 3.09950 -1.66499  0.22
H -1.35939 3.51915 -0.97769  0.55
H -1.36737 2.38713 -2.30447  0.23
N 0.44275 -0.32355 1.22268  1.60
H 0.72530 -0.07924 2.16107  0.55
H -0.09404 0.50600 1.01340  0.33
H -0.13496 -1.15079 1.17757  -0.51
H 1.22285 -0.49170 0.60359  -0.27
N 1.79881 2.53365 3.82207  0.09
H 1.28042 1.69935 3.58690  -0.35
H 1.24472 2.96410 4.54858  0.42
H 2.01756 3.20032 3.09558  0.28
H 2.57312 2.24756 4.40405  0.40
N 3.26404 -0.72610 3.95848  -0.15
H 3.50536 -0.37056 3.04445  0.37
H 2.31883 -0.40855 4.11925  0.02
H 3.87303 -0.20153 4.57007  0.43
H 3.37616 -1.72447 4.06228  0.36
N -1.15976 1.50718 4.69635  0.01
H -2.02464 0.99970 4.81699  0.37
H -1.03292 2.00961 5.56328  0.38
H -1.21619 2.17397 3.93983  0.36
H -0.44626 0.91119 4.30161  -0.08
S -0.74332 3.18842 1.39896  1.22
O -1.04187 3.14631 2.78402  -0.96
O -0.84878 1.84222 0.84522  -1.17
O -1.53845 4.14528 0.68343  -0.81
O 0.67938 3.51478 1.21495  -0.63
F 0.84021 -0.06427 3.80217  -1.01
C 3.29168 3.47464 -0.61735  -0.57
C 2.47681 2.80699 -1.46800  0.54
C 2.12671 1.34892 -1.41953  0.37
O 1.32638 0.73165 -2.20201  -0.84
C 2.72468 0.57251 -0.43387  -0.98
C 3.49931 1.17284 0.59443  -0.02
C 3.98535 2.73002 0.42120  0.38
O 4.62541 3.31900 1.23105  -0.54
O 3.58792 0.60512 1.72853  -0.83
O 1.95676 3.65616 -2.31795  -0.65
H 3.57805 4.50846 -0.74227  0.50
H 2.58157 -0.49643 -0.49121  1.14
C 1.51642 -3.50027 -2.45779  -0.94
O 1.11211 -3.68560 -1.14764  -0.23
C 2.09373 -3.84622 -0.11313  -0.26
C 1.46365 -4.24419 1.18124  -0.87
N 0.41211 -3.17125 1.35648  0.24
C -0.33410 -3.39213 2.65518  -0.91
C -1.42275 -2.30080 2.93455  -0.39
O -1.98909 -1.79432 1.69572  -0.10
C -3.11904 -1.00001 1.79017  -0.65
H 0.68835 -3.64030 -3.15263  0.26
H 2.30291 -4.13924 -2.85935  0.39
H 1.84671 -2.48123 -2.65925  0.30
H 2.48229 -2.82981 -0.04969  -0.06
H 2.87390 -4.58955 -0.27715  0.49
H 2.21414 -4.36155 1.96296  0.47
H 1.16826 -5.29000 1.09672  0.33
H -0.14384 -3.17241 0.51325  -0.02
H 0.39056 -3.60499 3.44109  0.43
H -0.99493 -4.25755 2.60555  0.38
H -1.08550 -1.52543 3.62242  -0.08
H -2.21241 -2.82982 3.46808  0.58
H -3.00693 -0.24526 2.56855  0.18
H -4.02338 -1.58995 1.93932  0.26
H -3.15636 -0.52024 0.81215  0.15
C -3.41468 3.57536 -4.75902  -0.86
O -2.01550 3.32558 -4.23757  -0.31
C -1.11031 2.41948 -4.94625  -0.77
C -1.47481 0.98888 -4.75958  -0.65
N -1.33711 0.37986 -3.37304  0.25
C -1.88550 -0.95984 -3.30371  -0.83
C -1.63030 -1.56373 -1.89897  0.97
O -2.68582 -2.43868 -1.43061  -0.43
C -2.61612 -3.70118 -2.10174  -0.79
H -3.45835 3.95301 -5.78059  0.34
H -4.01311 4.29825 -4.20457  0.30
H -4.06534 2.70662 -4.85921  0.32
H -0.08970 2.59333 -4.60534  0.23
H -1.17046 2.66407 -6.00674  0.46
H -0.83385 0.45631 -5.46219  0.44
H -2.51823 0.85360 -5.04432  0.49
H -0.37491 0.39986 -3.06664  -0.03
H -1.40453 -1.52348 -4.10312  0.38
H -2.96253 -1.02595 -3.45784  0.48
H -1.78338 -0.72576 -1.21893  -0.56
H -0.57624 -1.83900 -1.86311  -0.11
H -1.66000 -4.22282 -2.05892  0.20
H -3.03003 -3.61398 -3.10631  0.36
H -3.37944 -4.32635 -1.63847  0.33

Record 2
C5H4BrF8NaOPt | ωB97M-V/def2-TZVPD

## Properties
Energy relative to the best compared isomer or geometry (same formula, charge and spin) (eV): 1.289
Net charge: +2
Multiplicity: 3
Gap between HOMO and LUMO (spin up / spin down) (eV): 8.74 / 6.01
E_HOMO (spin up / spin down) (Ha): -0.6928 / -0.6928

Each line ends with the Mulliken charge.
CARTESIAN COORDINATES (ANGSTROEM)
Na 7.62265 -20.71623 2.98161  0.91
Pt 9.62619 -20.06832 6.25156  1.22
Br 9.33659 -21.12695 4.46460  -0.38
C 6.92984 -22.91869 5.21596  -1.08
C 6.14996 -21.71100 5.78435  1.18
C 6.61419 -21.33231 7.27527  0.04
F 6.43563 -22.30333 8.16470  -0.21
F 7.86905 -20.99449 7.40709  -0.21
F 6.37035 -20.66696 5.00453  -0.29
F 4.79942 -21.97502 5.58307  -0.25
O 6.59298 -22.98856 3.85149  -0.38
C 7.18686 -24.03336 3.04912  0.84
C 6.78403 -23.61189 1.59037  0.19
F 5.52604 -23.37307 1.49125  -0.19
F 7.46386 -22.58395 0.99638  -0.26
F 8.53439 -24.16349 3.26463  -0.30
F 6.70942 -25.13379 3.38957  -0.21
H 6.71938 -23.78364 5.84497  0.49
H 8.00267 -22.72777 5.24242  0.27
H 6.00269 -20.47658 7.56145  0.30
H 7.02414 -24.45403 0.94132  0.32

Record 3
CH3NO2 | ωB97M-V/def2-TZVPD

## Properties
Energy relative to the best compared isomer or geometry (same formula, charge and spin) (eV): 3.653
Gap between HOMO and LUMO (eV): 11.10
E_HOMO (Ha): -0.3941
SMILES: O=CNO

Each line ends with the Mulliken charge.
CARTESIAN COORDINATES (ANGSTROEM)
O 1.33444 -0.80767 -0.12024  -0.52
C 0.72861 0.24129 -0.19056  0.08
N -0.61092 0.44677 -0.27671  -0.23
O -1.33126 -0.74777 -0.19070  -0.34
H 1.26555 1.18838 -0.25639  0.36
H -0.78267 1.02553 0.83019  0.32
H -0.60376 -1.34653 0.20441  0.34

Record 4
C39H49Br2N6O2PS2V | ωB97M-V/def2-TZVPD

## Properties
Energy relative to the best compared isomer or geometry (same formula, charge and spin) (eV): 0.438
Net charge: +1
Multiplicity: 3
Gap between HOMO and LUMO (spin up / spin down) (eV): 6.88 / 6.11
E_HOMO (spin up / spin down) (Ha): -0.3629 / -0.3708

Each line ends with the Mulliken charge.
CARTESIAN COORDINATES (ANGSTROEM)
V 0.15926 -0.70204 0.16548  -0.65
Br -1.51423 -4.22384 4.87281  -0.16
C -0.85614 -3.55932 3.23244  -0.15
C 0.57819 -3.60808 3.03597  -1.21
C 1.08032 -2.96878 1.96765  -0.41
N 0.31447 -2.36823 1.00004  0.55
C -1.17127 -2.52133 1.01896  1.60
C -1.68641 -3.03538 2.33564  -1.49
C -1.26814 -2.78931 -1.50995  -0.07
C -1.68637 -3.43318 -2.66643  -0.67
C -1.61125 -2.76689 -3.87527  -0.52
Br -2.17193 -3.61112 -5.45102  -0.12
C -1.14735 -1.45875 -3.90740  -0.73
C -0.69295 -0.91819 -2.72589  -0.73
N -0.70526 -1.57448 -1.56464  1.93
H 1.21539 -4.09445 3.75427  0.44
H 2.14742 -2.90169 1.79152  0.37
H -2.74530 -2.94939 2.51781  0.60
H -2.10412 -4.42685 -2.60651  0.60
H -1.12976 -0.88386 -4.82028  0.59
H -0.28601 0.08176 -2.69228  0.10
C -7.06664 0.95976 4.96671  -1.52
C -6.32921 1.13937 3.67382  0.93
C -6.92493 0.80125 2.46434  -0.81
C -6.23894 0.92898 1.26714  -0.29
C -4.94196 1.41544 1.27592  0.23
C -4.33305 1.77406 2.47107  -0.31
C -5.02692 1.63335 3.65799  -1.08
S -4.03613 1.53397 -0.23300  1.13
O -3.49900 2.87286 -0.33318  -0.79
O -4.88063 1.04632 -1.29103  -0.70
N -2.72724 0.62405 -0.00093  -0.38
C -2.77589 -0.67734 0.28952  0.99
C -3.93456 -1.49409 -0.02929  -0.92
C -4.02933 -2.88326 -0.07478  -0.62
C -3.01215 -3.80034 -0.08918  -1.12
C -1.55978 -3.42692 -0.15904  -0.05
N -1.64699 -1.11953 0.80403  0.45
H -8.12240 1.19897 4.85478  0.40
H -6.65549 1.59213 5.75050  0.37
H -6.99713 -0.07563 5.30364  0.29
H -7.94328 0.43746 2.45583  0.41
H -6.70815 0.68107 0.32689  0.56
H -3.32569 2.16817 2.47544  0.39
H -4.55388 1.91539 4.58972  0.38
H -4.82606 -0.93773 -0.27869  0.40
H -5.03575 -3.27368 -0.16579  0.53
H -3.26915 -4.84982 -0.08526  0.55
H -0.94906 -4.33428 -0.06519  0.74
C 3.78967 1.85245 0.92883  -2.14
C 4.18814 0.54193 0.23029  2.29
C 5.67228 0.60729 -0.14414  -2.12
C 4.00899 -0.57023 1.27433  -1.40
P 3.03736 0.25731 -1.21958  -0.72
N 1.59225 -0.14250 -0.61121  1.11
C 2.82513 1.82586 -2.21596  2.38
C 1.80634 2.74024 -1.50738  -1.83
C 4.13334 2.59096 -2.44457  -2.03
C 2.23250 1.51791 -3.59787  -1.78
C 3.62498 -1.16909 -2.26733  2.10
C 4.01704 -2.34116 -1.35759  -1.90
C 2.47489 -1.69598 -3.13961  -1.98
C 4.82368 -0.81794 -3.15706  -1.88
H 4.36770 1.91743 1.85115  0.70
H 2.73309 1.85314 1.20457  0.25
H 4.01574 2.73834 0.34332  0.23
H 6.22387 0.85625 0.76236  0.53
H 5.90651 1.36793 -0.88203  0.30
H 6.05347 -0.34665 -0.49505  0.36
H 4.48537 -0.22973 2.19419  0.59
H 4.48787 -1.50009 0.98587  0.36
H 2.95939 -0.75473 1.50501  -0.11
H 2.19531 3.20391 -0.60815  0.29
H 0.88581 2.20126 -1.24644  0.20
H 1.54061 3.53789 -2.20168  0.62
H 4.58560 2.95583 -1.52743  0.35
H 3.90334 3.46202 -3.05886  0.54
H 4.87162 2.00451 -2.98326  0.30
H 1.27763 1.00396 -3.53368  0.03
H 2.89511 0.94047 -4.23634  0.33
H 2.05582 2.47246 -4.09272  0.68
H 3.24153 -2.57018 -0.62506  0.18
H 4.96009 -2.18192 -0.84307  0.32
H 4.13788 -3.21768 -1.99405  0.64
H 1.66267 -2.07696 -2.52106  0.19
H 2.86962 -2.53011 -3.72173  0.71
H 2.07344 -0.97107 -3.83852  0.30
H 5.66688 -0.41432 -2.60377  0.31
H 4.57044 -0.12007 -3.95036  0.30
H 5.16049 -1.73843 -3.63611  0.53
S 0.50394 0.54792 2.32757  -0.37
C 0.15434 2.19624 2.03567  0.66
N -0.77439 2.57040 1.12313  1.28
C -1.05442 3.85679 0.81481  -0.32
C -0.39924 4.87356 1.45158  -0.94
C 0.54557 4.54060 2.43701  -0.43
C 0.82123 3.22969 2.72300  -0.55
H -1.34533 1.83263 0.66466  -0.61
H -1.82699 3.98366 0.07036  0.68
H -0.62861 5.89652 1.20255  0.49
H 1.06769 5.32301 2.97138  0.42
H 1.55353 2.95190 3.46510  0.53

Record 5
ClF2H | ωB97M-V/def2-TZVPD

## Properties
Energy relative to the best compared isomer or geometry (same formula, charge and spin) (eV): 0.244
Gap between HOMO and LUMO (eV): 10.76
E_HOMO (Ha): -0.4178
SMILES: FCl.F

Each line ends with the Mulliken charge.
CARTESIAN COORDINATES (ANGSTROEM)
F 0.60707 -0.97592 -0.85105  -0.17
Cl -0.76167 -0.29979 -1.45408  0.16
F -0.00401 0.83058 0.73694  -0.36
H 0.15861 0.44513 1.56818  0.38

Record 6
C6H15NO3 | ωB97M-V/def2-TZVPD

## Properties
Energy relative to the best compared isomer or geometry (same formula, charge and spin) (eV): 1.245
Gap between HOMO and LUMO (eV): 10.41
E_HOMO (Ha): -0.3628
SMILES: CC(C)(CO)CNC=O.O

Each line ends with the Mulliken charge.
CARTESIAN COORDINATES (ANGSTROEM)
C -0.30908 0.23805 -2.02731  -1.80
C 0.45167 0.43658 -0.70928  1.88
C 1.57096 -0.60299 -0.57347  -1.74
C 1.05166 1.85063 -0.66831  -1.12
O 1.95683 2.02715 -1.73753  -0.53
C -0.51050 0.36549 0.48867  -1.15
N -1.21968 -0.90302 0.59388  -0.07
C -2.23994 -1.09620 1.52625  0.12
O -2.89253 -0.19343 2.04390  -0.54
H -0.76626 -0.76013 -2.08963  0.42
H -1.10739 0.98717 -2.13718  0.36
H 0.37586 0.33610 -2.87948  0.45
H 2.27986 -0.51189 -1.40604  0.43
H 2.12425 -0.46470 0.36746  0.39
H 1.17617 -1.62884 -0.59195  0.36
H 0.23560 2.59207 -0.73037  0.46
H 1.56589 1.99702 0.29787  0.43
H 2.30986 2.91932 -1.70787  0.33
H 0.04878 0.50699 1.42626  0.46
H -1.24379 1.18455 0.42136  0.39
H -1.31306 -1.46434 -0.24497  0.15
H -2.59434 -2.14602 1.51171  0.33
O -0.43207 -2.26493 3.05721  -0.68
H -0.07670 -1.90030 2.12172  0.34
H -0.44204 -1.50433 3.64712  0.32

Max |F|: 0.1148 0.1092 0.1011 0.0358 0.0220 0.0709 (Eh/bohr)